1.
Below is 4 unconnected molecules or ions with the total composition C22H56N4O7 at a distorted geometry, with properties calculated with the ωB97M-V functional and the def2-TZVPD basis.

```
89
Properties=species:S:1:pos:R:3:forces:R:3
H -0.811 -3.865 3.546 1.0 -0.4 -0.5
H -1.306 5.007 -1.218 0.2 0.1 -0.6
H -2.450 2.876 -7.602 0.6 0.2 -0.2
H -0.760 3.178 -6.808 -0.2 0.9 -0.4
H -0.555 0.454 -0.546 0.4 -0.4 -0.3
N -1.431 3.475 -2.727 -0.2 0.4 1.3
O -2.187 0.259 5.227 -0.5 -0.5 -0.1
C -3.218 4.113 -0.887 -0.1 -1.3 -0.4
H -5.886 4.712 -1.000 0.0 -0.6 -0.1
C -1.219 -0.105 1.425 1.1 -2.3 -0.2
C 4.252 -4.300 -2.850 -0.2 0.2 1.1
H 0.367 1.230 7.092 -0.1 0.2 0.4
H -1.610 4.225 -3.379 0.0 0.1 -0.3
C -3.561 0.638 4.923 1.7 0.1 1.7
C -2.327 2.378 -3.095 0.6 1.0 -2.0
H -0.371 -0.347 6.919 -0.2 -0.3 0.3
H 1.900 -2.638 0.742 1.6 0.9 -0.3
C -1.719 2.661 -6.822 0.6 -1.6 0.8
C 1.670 -0.613 5.425 0.9 -0.6 -0.5
O 4.591 -2.558 -5.433 0.9 -3.0 -0.6
H 6.034 -5.364 -4.332 -0.1 0.5 0.9
H 1.432 -4.017 0.145 -0.6 -0.6 -0.9
H 2.129 -3.822 -2.590 -0.1 0.1 -0.5
H 6.431 -3.065 -4.534 -0.2 0.5 0.3
H -1.372 1.628 -6.849 -0.2 -0.5 -0.9
H 0.432 3.445 3.337 0.3 0.2 -0.5
H -0.100 4.039 1.595 0.9 0.6 0.5
C 4.869 -1.235 -5.546 -0.2 1.7 -0.2
N 3.964 -4.702 -4.188 0.8 -0.8 -0.9
C -1.716 4.011 -1.385 -1.2 0.2 1.4
H -5.774 6.165 -1.854 1.0 0.1 -0.5
C -1.456 1.198 6.017 -0.7 0.2 -0.6
H -1.247 3.641 2.803 -0.2 0.4 0.5
H -5.242 6.039 -0.188 0.9 0.3 0.1
H 2.696 -5.236 -1.695 -0.3 -0.5 -0.5
O 0.638 -2.516 4.236 -1.4 -1.2 0.2
H 0.063 0.263 4.479 0.3 -0.3 -0.4
C -1.894 1.847 -4.541 -1.7 1.7 1.0
H -2.433 0.900 -4.577 0.4 -0.3 -0.8
N 0.651 0.402 5.289 1.7 -0.5 -3.0
H -2.269 -0.729 2.973 -0.1 -0.4 0.3
N -2.309 -0.896 1.978 -1.5 0.5 0.1
H -1.245 3.409 -0.609 0.2 -0.4 -0.1
H 3.610 -3.868 -4.635 -0.8 -0.2 -0.2
H -2.219 -1.890 1.821 0.2 0.0 -0.1
H 2.206 -0.406 6.351 -0.2 -0.2 0.4
C -1.480 1.343 1.828 -0.1 0.4 0.3
C 1.214 -2.073 5.428 -0.4 0.7 1.9
H 4.698 -0.779 -4.571 0.8 0.5 0.2
H -2.008 1.421 2.778 -0.1 -0.5 0.3
C -1.042 -0.406 -0.088 -1.6 1.0 0.3
C 5.756 -3.408 -5.318 -0.5 -1.1 1.0
H -0.372 -0.614 1.885 1.0 1.3 0.3
C 1.936 -3.127 -0.232 -0.1 -1.2 -0.5
H -0.806 1.804 -4.590 -0.1 -0.3 0.0
H 4.125 -0.770 -6.193 0.0 0.0 -0.3
H -3.731 3.169 -1.075 0.2 -0.7 0.1
C -0.234 3.409 2.475 -2.3 -1.0 -0.8
H 6.396 -3.484 -6.197 -0.5 0.3 -0.5
H -0.688 -1.388 -0.401 0.9 0.2 0.6
O 3.160 -3.521 -0.880 0.5 2.5 3.0
C -0.148 0.578 6.387 -1.1 0.6 2.1
H 0.115 -4.452 5.011 0.2 0.0 -0.3
H -1.242 -3.323 4.998 0.4 0.8 0.9
H 4.979 -5.019 -2.473 -0.3 -0.1 0.6
H 0.513 -2.098 6.262 -0.8 -0.3 -0.1
H 1.998 -2.711 5.835 0.6 -0.3 -0.6
H -3.318 2.828 -3.136 -0.5 -0.6 -0.4
H 4.755 -3.334 -2.811 0.0 0.4 0.2
H 1.377 -2.562 -0.977 -0.5 -0.1 0.3
O -0.302 2.095 1.943 1.5 -1.1 -0.7
C 5.247 -4.846 -4.881 0.4 0.6 -1.2
H -1.370 2.085 5.389 0.5 0.4 0.0
H -2.211 1.705 1.105 0.0 0.6 -0.5
H 5.851 -1.102 -5.998 0.1 0.6 0.3
H -3.863 0.175 3.983 0.0 0.3 0.1
H -2.048 -0.475 -0.501 -0.4 0.5 -0.2
H -1.944 1.550 6.926 -0.6 -0.4 0.2
O -3.905 5.045 -1.623 -1.9 3.2 -1.2
H 5.249 -5.539 -5.722 -0.9 0.4 -0.6
H -3.543 1.726 4.981 -0.6 0.2 -0.8
C 2.963 -4.230 -2.018 0.2 -1.5 -0.7
C -5.205 5.547 -1.160 0.2 -1.7 0.3
H -2.355 1.579 -2.354 0.4 -0.1 -0.1
O -2.389 2.768 -5.604 -0.2 -0.4 2.6
H -4.141 0.303 5.783 -0.5 -0.2 -0.2
H -3.401 4.275 0.175 0.9 0.3 0.4
C -0.322 -3.603 4.484 0.0 1.0 -0.7
H 2.494 -0.560 4.714 -0.3 0.6 -0.6
```
Forces are in eV/Å.

Properties
LUMO (Ha): 0.0266
Total charge: 0
Energy relative to the best compared isomer or geometry (same formula, charge and spin) (kcal per mole): 83.3
HOMO energy (eV): -8.6
Frontier orbital gap (eV): 9.32
Strongest force on any atom (eV Å⁻¹): 3.97
E_tot (eV): -44006.4088

---

2.
Below is C2HCl2NS in the gas phase at a distorted geometry, with properties calculated with the ωB97M-V functional and the def2-TZVPD basis.

```
7
Properties=species:S:1:pos:R:3:forces:R:3
H 0.055 -0.292 0.829 0.1 0.3 0.2
C -0.394 1.302 -3.421 0.0 -0.1 -0.4
S -0.570 -1.233 0.130 0.3 -0.9 0.2
C -0.946 1.570 -2.177 0.2 0.6 1.0
Cl -1.708 0.400 -1.280 -0.4 0.6 -0.4
N 0.013 1.147 -4.487 0.2 -0.1 -0.3
Cl -0.365 2.971 -1.341 -0.3 -0.4 -0.3
```
Forces are in eV/Å.

Properties
LUMO (spin up / spin down) (Ha): -0.0694 / -0.0769
Total charge: 0
Energy relative to the best compared isomer or geometry (same formula, charge and spin) (kcal per mole): 64.4
HOMO energy (spin up / spin down) (eV): -9.5 / -9.5
Frontier orbital gap (spin up / spin down) (eV): 7.58 / 7.39
Strongest force on any atom (eV Å⁻¹): 1.21
E_tot (eV): -39456.6576

---

3.
Below is 3 unconnected molecules or ions with the total composition C2H3IO2S at a distorted geometry, with properties calculated with the ωB97M-V functional and the def2-TZVPD basis.

```
9
Properties=species:S:1:pos:R:3:forces:R:3
O -0.538 -1.036 -1.496 0.3 0.5 0.7
C 3.651 -0.268 0.953 -0.8 0.2 -0.5
O -0.408 0.594 0.381 0.0 -0.1 -0.3
H -6.006 1.233 -0.904 0.3 1.9 -2.1
C 2.890 0.024 0.072 1.2 -0.1 0.8
H 2.287 0.337 -0.722 -0.1 0.3 -0.6
S 0.075 -0.588 -0.268 -1.1 -0.7 -0.4
H 4.223 -0.511 1.804 0.4 -0.2 0.2
I -6.175 0.216 0.180 -0.3 -2.0 2.1
```
Forces are in eV/Å.

Properties
LUMO (Ha): -0.0412
Total charge: 0
Energy relative to the best compared isomer or geometry (same formula, charge and spin) (kcal per mole): 34.9
HOMO energy (eV): -10.1
Frontier orbital gap (eV): 8.94
Strongest force on any atom (eV Å⁻¹): 2.87
E_tot (eV): -25150.1962

---

4.
Below is 2 unconnected molecules or ions with the total composition C4H13N2O2, with properties calculated with the ωB97M-V functional and the def2-TZVPD basis.

```
21
Properties=species:S:1:pos:R:3:forces:R:3
N 1.355 -0.757 -1.663 0.3 -0.4 0.4
O -3.373 -0.267 2.255 0.5 -0.1 0.0
C 2.438 0.079 -2.129 0.4 -0.3 -0.6
H 0.360 1.042 -1.356 -0.3 0.1 0.4
H 1.639 -1.152 -0.764 -0.2 0.3 -0.2
H -3.169 -1.188 2.061 -0.2 0.0 0.0
H -0.596 -1.634 -0.283 -0.2 -0.1 0.1
C -0.578 -0.546 -0.188 0.3 0.7 0.0
H -0.517 -0.124 -2.332 -0.1 -0.1 0.2
C -0.431 1.008 1.766 0.1 -0.3 0.1
H -2.399 0.100 2.510 -0.4 0.2 0.1
H 2.261 0.405 -3.160 -0.1 0.1 0.1
H -1.594 -0.136 -0.168 -0.1 -0.3 0.1
N 0.186 -0.162 1.013 -0.5 -0.4 -0.3
H 2.632 0.962 -1.522 -0.1 0.3 0.2
H 0.052 -0.927 1.667 0.2 0.1 0.3
H -1.061 1.523 1.004 0.1 0.1 0.0
H 0.416 1.661 2.026 0.1 0.3 -0.1
H 3.372 -0.491 -2.168 -0.1 -0.1 0.1
O -1.103 0.628 2.865 0.0 -0.1 -0.1
C 0.109 -0.024 -1.434 0.5 0.1 -0.7
```
Forces are in eV/Å.

Properties
LUMO (Ha): 0.1347
Total charge: -1
Energy relative to the best compared isomer or geometry (same formula, charge and spin) (kcal per mole): 14.3
HOMO energy (eV): -3.7
Frontier orbital gap (eV): 7.36
Strongest force on any atom (eV Å⁻¹): 0.83
E_tot (eV): -11434.1156